1.
Formula: C5H14P4
Source: the OMol25 dataset
Level of theory: ωB97M-V with the def2-TZVPD basis set

Each line ends with the natural charge from an NBO analysis.
CARTESIAN COORDINATES (ANGSTROEM)
C -0.00605 -0.12134 -1.55019  -0.44
C 1.11048 -0.57228 -0.55780  -0.22
C -0.94308 0.25545 -0.33749  -0.53
C 0.11345 -0.43805 0.66151  -0.57
C 2.37008 0.30022 -0.48778  -0.58
P -1.09968 2.08350 0.16861  0.29
P -2.58245 -0.63349 -0.28685  0.31
P -0.73068 -1.87483 1.32861  0.34
P 0.53276 0.94553 1.96753  0.28
H 0.27893 0.75923 -2.12536  0.21
H -0.41526 -1.00711 -2.20054  0.22
H 1.37662 -1.63658 -0.61738  0.20
H 3.09298 -0.20963 -0.95254  0.21
H 2.43610 0.34091 0.64949  0.20
H 2.13238 1.19599 -0.94690  0.21
H -1.66650 2.36485 -1.13456  -0.02
H 0.01269 2.46868 -0.68458  -0.01
H -2.56593 -1.48360 -1.40754  -0.01
H -3.09373 0.43536 -1.03574  -0.04
H -1.09354 -1.54582 2.69070  0.01
H 0.41531 -2.69807 1.50391  -0.02
H 1.12033 0.34210 3.07880  -0.01
H -0.79521 0.72898 2.27606  -0.02


2.
Formula: C4H8S2
Source: the OMol25 dataset
Level of theory: ωB97M-V with the def2-TZVPD basis set

Each line ends with the natural charge from an NBO analysis.
CARTESIAN COORDINATES (ANGSTROEM)
C 0.85352 0.64515 -0.91852  -0.58
C 0.02255 -0.53987 -0.36268  -0.03
C -0.55841 -1.51616 -1.01169  -0.38
C -0.05583 -0.62073 1.25453  -0.61
H 1.10762 3.10712 0.00166  0.14
H 1.66335 0.96201 -0.05530  0.24
H 1.32647 0.43645 -1.93365  0.24
H -1.04372 -1.52965 -2.21450  0.21
H -1.05064 -2.29656 -0.42539  0.20
H 0.23230 -1.66708 1.52439  0.24
H 0.84967 0.08484 1.50915  0.22
H -1.65122 1.06044 1.65359  0.14
S -0.07632 2.21786 -0.94845  -0.03
S -1.61933 -0.34383 1.92687  0.02


3.
Formula: C6H8N2O4
Source: the OMol25 dataset
Level of theory: ωB97M-V with the def2-TZVPD basis set

Each line ends with the natural charge from an NBO analysis.
CARTESIAN COORDINATES (ANGSTROEM)
C 0.51856 -1.09222 0.07938  0.33
C 1.12037 0.14405 0.30528  -0.03
C -1.06774 -1.12390 0.41209  0.26
C 2.53907 0.36244 -0.02211  0.74
C -0.81478 1.40545 0.53060  -0.06
C -1.64189 0.24462 -0.06939  -0.15
N -1.61645 -2.09790 0.92272  -0.59
N -1.42447 0.15635 -1.48719  -0.80
O 3.15966 -0.43157 -0.78271  -0.64
O 3.00043 1.52416 0.32085  -0.63
O 0.49980 1.18711 0.98324  -0.51
O 1.12779 -2.17957 -0.40044  -0.64
H -0.83937 2.24711 -0.14729  0.19
H -1.28103 1.71101 1.43134  0.19
H -2.64725 0.45362 0.15525  0.22
H -2.63340 -1.98826 1.20505  0.35
H 2.16292 2.01427 0.72493  0.51
H -0.48385 0.00446 -1.69282  0.36
H -1.76470 -0.72093 -1.84814  0.36
H 2.08633 -1.82033 -0.62063  0.53

Calculated values
SMILES ... [H]/N=C1/C(O)=C(C(=O)O)OC[C@H]1N


4.
Formula: C67H47N7O2Pb
Source: the OMol25 dataset
Level of theory: ωB97M-V with the def2-TZVPD basis set

Each line ends with the Löwdin charge.
CARTESIAN COORDINATES (ANGSTROEM)
Pb 0.44629 0.38353 -0.00321  1.50
C -4.11393 3.52220 -5.75322  -0.09
C -3.58126 4.18748 -4.65587  -0.07
C -2.85445 3.48881 -3.70229  -0.03
C -2.64410 2.11994 -3.84466  -0.23
C -3.18069 1.45656 -4.94342  -0.04
C -3.91611 2.15414 -5.89213  -0.08
C -1.85901 1.37759 -2.81171  -0.02
C -2.52366 1.25176 -1.55680  -0.26
C -3.88102 1.65948 -1.30056  -0.01
C -4.16300 1.29180 -0.01666  -0.01
C -2.97331 0.67226 0.50915  -0.24
C -2.86687 0.07687 1.82531  -0.02
C -4.14481 0.10257 2.60903  -0.23
C -4.60373 1.28029 3.19080  -0.04
C -5.79527 1.29266 3.90349  -0.08
C -6.54104 0.12785 4.03412  -0.09
C -6.08556 -1.05051 3.45701  -0.07
C -4.89100 -1.06491 2.74965  -0.03
C -1.80449 -0.53995 2.46068  -0.21
N -0.50486 -0.75325 1.97644  0.03
C 0.18057 -1.35921 2.91413  -0.21
C 1.57651 -2.00548 2.70129  -0.10
C 2.19325 -2.32805 4.06880  -0.20
C 2.16495 -1.34112 5.04988  -0.04
C 2.77272 -1.53610 6.28039  -0.07
C 3.44769 -2.71869 6.54503  -0.09
C 3.51881 -3.69492 5.56115  -0.07
C 2.90017 -3.49819 4.33437  -0.04
C 2.95511 -1.56263 0.41134  -0.19
C 4.11050 -2.28138 -0.11256  0.01
C 4.10798 -2.10370 -1.45462  0.02
C 2.94367 -1.28432 -1.76298  -0.22
N 2.27897 -1.03356 -0.57206  0.00
C 2.61201 -0.74399 -2.97466  -0.03
C 1.38859 -0.02443 -3.32043  -0.23
C 1.16463 0.59421 -4.60281  -0.01
C -0.06136 1.18127 -4.55128  -0.01
C -0.59798 0.91558 -3.23952  -0.24
N 0.32914 0.17921 -2.52325  0.01
C 3.69789 -0.75338 -4.00829  -0.21
C 3.62197 -1.48196 -5.19093  -0.04
C 4.63761 -1.40078 -6.13382  -0.08
C 5.73715 -0.58328 -5.91046  -0.09
C 5.82917 0.13835 -4.72614  -0.07
C 4.81961 0.04645 -3.77718  -0.02
C -0.64089 -1.58148 4.08537  0.00
C -1.86625 -1.07569 3.80500  0.02
N -2.02005 0.66019 -0.43880  -0.01
H -4.68097 4.06764 -6.49762  0.10
H -3.73584 5.25432 -4.54107  0.10
H -2.43983 4.00177 -2.84002  0.11
H -3.02627 0.38813 -5.04659  0.12
H -4.33439 1.62838 -6.74230  0.10
H -4.53922 2.14730 -2.00469  0.11
H -5.09946 1.42079 0.50687  0.11
H -4.01701 2.18787 3.08754  0.12
H -6.14179 2.21350 4.35799  0.10
H -7.47317 0.14011 4.58506  0.10
H -6.66177 -1.96252 3.56011  0.10
H -4.52875 -1.97952 2.29081  0.12
H 1.66621 -0.40049 4.84049  0.13
H 2.71210 -0.76504 7.03908  0.10
H 3.92015 -2.87613 7.50790  0.10
H 4.05732 -4.61573 5.74506  0.10
H 2.98124 -4.26664 3.57765  0.12
H 4.81256 -2.86132 0.46784  0.11
H 4.80752 -2.49685 -2.17791  0.12
H 1.85539 0.59329 -5.43269  0.11
H -0.54377 1.75500 -5.32715  0.11
H 2.76525 -2.12300 -5.36893  0.12
H 4.57106 -1.97904 -7.04864  0.10
H 6.51880 -0.50663 -6.65659  0.10
H 6.68968 0.77025 -4.53888  0.10
H 4.88654 0.60042 -2.84751  0.12
H -0.33779 -2.09267 4.98605  0.12
H -2.72613 -1.05888 4.45782  0.12
C 2.76714 4.72398 0.62553  -0.05
O 3.31640 3.72538 1.51986  0.02
C 2.65555 2.57828 1.26813  -0.30
N 1.75998 2.61496 0.36120  0.02
C 1.72101 3.95207 -0.22738  -0.24
C 0.33146 4.55464 -0.22740  -0.18
C -0.69397 4.03189 0.55420  -0.03
C -1.95740 4.61256 0.53709  -0.07
C -2.20601 5.72726 -0.25134  -0.10
C -1.18969 6.24685 -1.04562  -0.09
C 0.06825 5.65851 -1.03761  -0.04
C 3.08177 1.31004 1.91468  -0.26
C 4.32914 1.25331 2.46772  -0.04
C 4.78581 -0.05047 2.82478  -0.07
C 4.05689 -1.14821 2.56334  -0.05
C 2.69705 -1.08997 1.88398  -0.28
N 2.23103 0.28281 1.76005  -0.01
C 1.09817 -3.26894 1.95703  -0.29
N 0.88326 -3.39911 0.71929  0.18
C 0.06484 -4.60950 0.52693  -0.21
C 0.04757 -5.25509 1.92624  -0.07
O 0.64796 -4.26446 2.77504  0.00
C -1.30128 -4.22895 -0.03688  -0.16
C -1.39838 -3.17411 -0.94466  -0.03
C -2.62496 -2.81818 -1.48868  -0.07
C -3.78046 -3.49746 -1.12194  -0.09
C -3.69167 -4.55502 -0.22845  -0.09
C -2.45944 -4.92426 0.29966  -0.05
H 2.31998 5.51781 1.21971  0.13
H 3.58346 5.12774 0.03245  0.12
H 2.05370 3.88025 -1.26599  0.15
H -0.51170 3.15326 1.16287  0.09
H -2.75113 4.18201 1.13761  0.10
H -3.18507 6.19117 -0.24731  0.10
H -1.37885 7.10330 -1.68459  0.10
H 0.85281 6.05058 -1.68032  0.12
H 4.93583 2.13896 2.58412  0.10
H 5.76216 -0.16304 3.28382  0.11
H 4.46778 -2.12621 2.78379  0.11
H 0.55555 -5.26067 -0.19664  0.15
H -0.94794 -5.45991 2.30420  0.11
H 0.64761 -6.16255 1.97964  0.13
H -0.50225 -2.62585 -1.21825  0.10
H -2.67622 -2.00010 -2.19961  0.10
H -4.73914 -3.20613 -1.53398  0.10
H -4.58344 -5.10066 0.06051  0.10
H -2.42103 -5.77314 0.97143  0.10


5.
Formula: C4H8N2O
Source: the OMol25 dataset
Level of theory: ωB97M-V with the def2-TZVPD basis set

Each line ends with the natural charge from an NBO analysis.
CARTESIAN COORDINATES (ANGSTROEM)
C -1.25447 -1.22319 0.27268  -0.62
C -0.23518 -0.15577 -0.09864  -0.03
C -0.70783 1.01204 -0.87937  -0.23
N -0.32452 1.16566 0.51833  -0.62
C 1.21913 -0.53258 0.11821  0.69
O 1.48021 -1.55576 0.66337  -0.60
N 2.14546 0.45485 -0.18775  -0.84
H -2.28399 -0.83683 0.24658  0.21
H -1.20489 -2.07332 -0.41500  0.23
H -1.06143 -1.61335 1.27401  0.23
H -0.00365 1.44328 -1.59578  0.20
H -1.73454 1.03744 -1.25326  0.21
H -0.89722 1.09402 1.35396  0.38
H 1.82235 1.40218 -0.29580  0.40
H 3.04056 0.38132 0.27847  0.39

Calculated values
SMILES ... C[C@@]1(C(N)=O)CN1


6.
Formula: C22H19F2N2O
Source: the OMol25 dataset
Level of theory: ωB97M-V with the def2-TZVPD basis set

Each line ends with the natural charge from an NBO analysis.
CARTESIAN COORDINATES (ANGSTROEM)
F -5.59600 5.03008 1.55970  -0.31
C -5.52972 3.65789 1.47052  0.39
C -6.72449 2.94089 1.45814  -0.17
C -6.64282 1.54029 1.37413  -0.20
C -5.41590 0.89762 1.27424  -0.11
C -4.20075 1.64051 1.23966  -0.16
C -2.95166 0.98464 1.03453  0.11
C -1.71184 1.62486 1.05101  -0.33
C -0.57717 1.13960 0.41967  0.07
C 0.64197 1.88991 0.36295  -0.13
C 0.99472 2.77058 1.42302  -0.23
C 2.12523 3.56255 1.29159  0.40
F 2.47509 4.38923 2.33453  -0.31
C 2.92731 3.55915 0.15124  -0.20
C 2.57789 2.68802 -0.89285  -0.19
C 1.47930 1.84081 -0.78279  -0.15
C -4.28213 3.05715 1.38647  -0.19
H -7.67888 3.45713 1.51536  0.26
H -7.56052 0.95344 1.38338  0.25
H -5.35673 -0.19103 1.21915  0.23
H -2.97275 -0.08787 0.83105  0.23
H -1.62723 2.58511 1.57131  0.23
H -0.62266 0.19548 -0.12948  0.27
H 0.38520 2.81879 2.32421  0.24
H 3.78780 4.21900 0.08456  0.26
H 3.17120 2.68197 -1.80593  0.24
H 1.20246 1.16940 -1.59987  0.23
H -3.37589 3.65887 1.41037  0.24
C 5.37686 -4.84864 -1.02044  -0.18
C 4.74043 -5.01113 -2.25998  -0.20
C 3.45167 -4.51288 -2.45111  -0.19
C 2.80949 -3.82008 -1.41046  -0.09
C 1.44227 -3.27366 -1.66676  0.63
N 1.05765 -2.22155 -0.87697  -0.48
N -0.16545 -1.57436 -1.19299  -0.67
O 0.67839 -3.72863 -2.51808  -0.61
C 3.43988 -3.66478 -0.16882  -0.22
C 4.72708 -4.18038 0.02492  -0.21
H 6.37870 -5.24671 -0.86587  0.23
H 5.24587 -5.52670 -3.07844  0.23
H 2.93540 -4.63813 -3.40645  0.24
H 1.68945 -1.71962 -0.26970  0.39
H -0.04426 -1.16363 -2.12581  0.35
H -0.83633 -2.34122 -1.31358  0.39
H 2.92175 -3.14832 0.64464  0.21
H 5.21014 -4.05364 0.99607  0.22

Calculated values
Charge ... +1


Going through the records in order, we get HOMO values of -7.9746, -8.9331, -9.0376, -6.2857, -9.4422, -11.4919 eV.
Going through the records in order, we get LUMO level values of 0.785, -0.286, 0.139, -1.589, 0.976, -6.025 eV.
Going through the records in order, we get gap between HOMO and LUMO values of 8.759, 8.647, 9.177, 4.697, 10.418, 5.467 eV.